DFT (wB97M-V/def2-TZVPD) results for a structure of composition C25H29Cl2N6O5ReS2 in a non-equilibrium geometry.

```
70
Properties=species:S:1:pos:R:3
Re 0.199 0.183 0.384
Cl 5.213 -1.758 -0.023
Cl 5.104 -1.523 2.896
S 1.391 1.541 2.732
S -2.074 0.731 0.966
O 1.349 0.132 3.087
O 0.164 1.795 1.849
O 2.339 -0.371 0.527
O 2.590 2.051 2.122
O 2.449 -2.249 1.773
N -1.294 -0.937 2.776
N 0.583 -1.715 -0.520
N -0.590 -1.340 1.667
N 1.449 2.982 -0.651
N 1.524 1.545 -0.764
N -2.810 0.621 3.543
C 1.295 -4.226 -1.442
C 0.469 -2.796 0.271
C -1.068 0.353 -1.307
C -1.528 -1.203 -3.231
C 4.429 -0.965 1.374
C -0.950 5.702 -2.004
C -2.073 0.132 2.547
C -2.090 -2.340 -3.792
C -3.029 -2.912 -1.668
C 1.090 -1.874 -1.746
C -0.946 5.022 -0.796
C -2.466 -1.772 -1.111
C 2.930 -1.259 1.270
C -2.838 -3.207 -3.010
C -1.215 3.615 -3.154
C -1.696 -0.900 -1.879
C 1.114 2.450 4.204
C -1.052 3.641 -0.768
C 1.456 -3.105 -2.242
C 0.798 -4.067 -0.164
C -1.081 4.992 -3.189
C -1.366 1.448 -2.050
C -1.181 2.910 -1.947
C -0.088 -3.513 2.704
C -0.086 -2.520 1.597
H -2.648 -1.542 -0.069
H 0.308 1.983 4.763
H 1.846 -3.183 -3.246
H 1.498 1.332 -1.757
H 1.587 3.192 0.332
H -1.042 3.140 0.185
H -1.948 1.213 -2.939
H 1.192 -0.978 -2.341
H 0.860 3.475 3.943
H -0.934 -0.544 -3.853
H -3.279 -4.095 -3.444
H -0.864 6.781 -2.023
H -1.942 -2.547 -4.844
H 2.239 3.370 -1.159
H 4.615 0.099 1.285
H -1.056 -4.010 2.795
H -1.099 5.513 -4.137
H -3.431 1.387 3.337
H 1.567 -5.207 -1.807
H -1.342 3.067 -4.081
H -1.065 -1.296 3.693
H -2.973 0.103 4.391
H 0.687 -4.254 2.534
H 0.679 -4.911 0.498
H 2.414 1.212 -0.388
H -3.629 -3.568 -1.050
H 2.043 2.421 4.769
H -0.853 5.571 0.133
H 0.158 -3.024 3.648
```

Net charge: +1
Spin multiplicity: 2
⟨S²⟩: 0.76
Energy in Eh: -3469.6188
Gap between HOMO and LUMO (spin up / spin down) in eV: 6.725 / 5.950